Record 1
Formula: CH6N3OS
Source: the OMol25 dataset
Level of theory: the ωB97M-V functional and the def2-TZVPD basis

```
12
Properties=species:S:1:pos:R:3:forces:R:3:mulliken_charge:R:1
C 1.648687 0.529811 0.116235 1.3 0.1 -0.7 0.25
N 2.137117 -0.647760 0.372023 -0.9 -3.2 1.4 -0.26
N -2.215703 1.024063 -0.041328 0.2 0.3 0.2 -0.36
N -1.346485 -1.532584 -0.319007 0.0 1.9 2.3 -0.39
O 0.461034 0.867266 0.171743 0.5 0.7 0.0 -0.54
S -1.374653 -0.258175 0.501860 -0.8 -1.6 -1.9 0.63
H 3.051215 -1.039053 0.199890 0.3 1.0 -0.2 0.24
H 1.560465 -1.358667 0.823529 -0.2 0.3 -0.4 0.20
H -1.933940 1.884861 0.435246 -0.1 -0.4 0.1 0.30
H -2.691732 1.256476 -0.920373 0.4 -0.9 0.2 0.28
H 2.503374 1.128679 -0.186897 -0.5 1.3 -0.4 0.34
H -1.799377 -1.854921 -1.152922 -0.2 0.5 -0.7 0.30
```
Positions in Å, forces in eV/Å.

Gap between HOMO and LUMO in eV: 10.034
Net charge: +1
Electronic energy in eV: -18478.9504
Strongest force on any atom in eV Å⁻¹: 3.58

Record 2
Formula: C29H40Ge2N2O3SSr
Source: the OMol25 dataset
Level of theory: the ωB97M-V functional and the def2-TZVPD basis

```
78
Properties=species:S:1:pos:R:3:forces:R:3:mulliken_spin:R:1
Sr 0.208438 -0.323172 -0.373583 1.0 0.4 0.2 0.10
C 0.603202 -4.107706 3.319422 -0.1 0.1 0.1 0.00
N 0.931877 -2.713010 2.990865 0.9 -0.3 -0.6 0.00
C 2.334894 -2.397502 3.256677 0.0 0.0 0.0 0.00
C 0.537995 -2.350739 1.707990 -1.0 -0.5 0.6 0.00
O 1.290904 -2.221536 0.726417 0.0 0.2 -0.1 0.00
C -0.972899 -2.573571 1.510415 -0.1 -0.3 0.1 0.00
O -1.630182 -1.609881 0.670399 0.7 0.4 0.1 -0.01
C -2.001465 -0.371097 1.322631 -0.3 -0.2 0.1 0.00
C -0.871892 0.262549 2.213725 -0.4 0.1 -0.3 -0.01
O 0.313404 -0.351509 2.067296 -0.2 0.1 -0.3 0.00
N -0.692196 1.645414 1.705824 -0.2 -0.1 0.2 0.00
C -1.932076 2.445626 1.738897 0.0 0.1 -0.1 0.00
C 0.396057 2.333201 2.411597 0.0 0.1 -0.1 0.00
H 1.033387 -4.821415 2.606640 0.0 0.0 0.0 0.00
H -0.473703 -4.260455 3.371987 0.0 0.0 0.0 0.00
H 1.008276 -4.321326 4.305451 0.0 0.0 0.0 0.00
H 2.571662 -2.705400 4.272706 0.0 0.0 0.0 0.00
H 2.464440 -1.320070 3.174807 0.0 0.0 0.0 0.00
H 3.017619 -2.898443 2.562508 0.0 0.0 0.0 0.00
H -1.454721 -2.601387 2.486801 -0.1 0.0 -0.1 0.00
H -1.091308 -3.527575 0.992181 -0.1 0.0 0.1 0.00
H -2.935029 -0.530854 1.857081 0.0 0.0 0.0 0.00
H -2.216725 0.321883 0.501345 -0.2 -0.1 -0.1 0.00
H -2.295131 2.653530 0.728965 0.0 0.0 0.0 0.00
H -1.756638 3.403581 2.226060 0.0 0.0 0.0 0.00
H -2.725187 1.948992 2.294150 0.0 0.0 0.0 0.00
H 0.190054 2.416333 3.484096 0.0 0.0 0.0 0.00
H 0.499279 3.332963 1.991637 0.0 0.0 0.0 0.00
H 1.329999 1.794357 2.277231 0.0 0.0 0.0 0.00
C -0.123988 1.689217 -6.138245 -0.1 0.0 0.0 0.01
Ge 1.251739 0.347843 -5.821542 0.1 0.0 0.0 0.07
C 0.887150 -1.371466 -6.668739 0.0 -0.1 0.0 0.01
C 3.030179 1.030889 -6.261106 0.0 0.0 0.0 0.02
Ge 1.333506 0.108071 -3.391795 -0.1 0.1 0.3 0.63
C 1.245756 1.857398 -2.464794 0.3 0.0 -0.3 0.01
C 2.441925 2.595822 -2.479833 -0.1 0.0 0.1 0.05
C 2.467187 3.919045 -2.072725 0.1 0.0 0.0 0.01
C 1.301782 4.534484 -1.633686 0.0 0.1 0.0 0.00
C 0.116166 3.824250 -1.606161 -0.1 -0.1 0.1 0.02
C 0.090660 2.497478 -2.028095 -0.2 0.0 0.2 0.02
C 2.832001 -0.795740 -2.514142 -0.1 -0.1 -0.4 -0.01
C 3.310834 -1.958489 -3.136305 0.1 0.0 0.2 0.01
C 4.413711 -2.625646 -2.631456 0.0 0.0 0.0 -0.02
C 5.041754 -2.156270 -1.483734 0.1 -0.1 0.0 0.05
C 4.567434 -1.023763 -0.843620 0.0 0.0 0.0 -0.02
C 3.472874 -0.341995 -1.359899 -0.1 0.0 0.1 0.04
H -0.367866 1.721292 -7.200334 0.0 0.0 0.0 0.00
H 0.241378 2.669155 -5.831618 0.0 0.0 0.0 0.00
H -1.038663 1.474402 -5.586620 0.0 0.0 0.0 0.00
H 0.181996 -1.238020 -7.488710 0.0 0.0 0.0 0.00
H 0.457657 -2.088158 -5.970571 0.0 0.0 0.0 0.00
H 1.810496 -1.789316 -7.068349 0.0 0.0 0.0 0.00
H 3.155454 1.104785 -7.341956 0.0 0.0 0.0 0.01
H 3.805056 0.373056 -5.867811 0.0 0.0 0.0 0.00
H 3.161672 2.023148 -5.828965 0.0 0.0 0.0 0.00
H 3.363286 2.132598 -2.814602 0.0 0.0 0.0 -0.01
H 3.395333 4.475091 -2.099106 0.0 0.0 0.0 0.00
H 1.321281 5.569236 -1.318305 0.0 0.0 0.0 0.00
H -0.795166 4.301514 -1.269358 0.0 0.0 0.0 0.00
H -0.869114 1.980241 -2.023610 0.0 0.0 -0.1 0.01
H 2.814104 -2.349102 -4.018303 0.0 0.0 0.0 0.00
H 4.784419 -3.514641 -3.124431 0.0 0.0 0.0 0.00
H 5.902104 -2.678603 -1.086809 0.0 0.0 0.0 0.00
H 5.054551 -0.664454 0.053300 0.0 0.0 0.0 0.00
H 3.144725 0.563489 -0.855059 0.0 0.0 -0.1 0.01
S -1.355920 0.072526 4.034593 0.4 0.0 0.1 0.00
C -3.118436 0.244165 4.217007 0.0 0.1 0.1 0.00
C -3.957489 -0.857858 4.062254 0.1 0.0 0.0 0.00
C -5.317160 -0.743499 4.298479 -0.1 0.0 0.0 0.00
C -5.851356 0.469201 4.715927 0.0 -0.1 0.0 0.00
C -5.018563 1.561165 4.907689 0.1 0.0 0.0 0.00
C -3.656117 1.449357 4.663934 -0.1 0.0 0.0 0.00
H -3.530627 -1.811392 3.774880 0.0 0.0 0.0 0.00
H -5.960150 -1.604998 4.174608 0.0 0.0 0.0 0.00
H -6.912070 0.557376 4.909352 0.0 0.0 0.0 0.00
H -5.427004 2.500423 5.256767 0.0 0.0 0.0 0.00
H -3.001297 2.294672 4.830380 0.0 0.0 0.0 0.00
```
Positions in Å, forces in eV/Å.

<S²>: 0.755
2S+1: 2
Gap between HOMO and LUMO (spin up / spin down) in eV: 7.781 / 6.467
Net charge: +1
Electronic energy in eV: -164541.9367
Strongest force on any atom in eV Å⁻¹: 1.32

Record 3
Formula: C21H44O3P2Pd
Source: the OMol25 dataset
Level of theory: the ωB97M-V functional and the def2-TZVPD basis

```
71
Properties=species:S:1:pos:R:3:forces:R:3:mulliken_spin:R:1
Pd 0.311133 0.015778 -0.390342 0.4 -0.3 0.2 0.77
C 1.020581 -0.109607 -2.226958 2.3 -0.1 -5.0 0.06
O 1.589747 -0.242630 -3.223145 -2.1 0.4 3.7 0.01
C 0.599668 1.779359 0.410269 2.1 5.7 1.2 0.10
O 0.909410 2.857776 0.678704 -1.2 -3.7 -0.8 0.01
P -1.989630 0.828262 -1.088106 -0.9 2.1 0.6 0.52
C -3.193233 1.485405 0.155537 -0.7 -0.5 0.7 0.10
H -4.003010 1.851489 -0.491878 0.2 -0.1 -0.1 0.02
C -1.876604 2.189915 -2.342685 -0.4 -0.1 -1.2 0.08
H -1.016349 2.779961 -1.977208 0.2 -0.2 0.3 0.04
C -3.036635 -0.524164 -1.802109 -2.2 -2.3 -2.5 0.20
H -3.260022 -1.130780 -0.909789 0.2 0.6 0.8 0.04
C 2.545943 -2.619636 0.607906 1.8 -2.0 -1.6 0.14
P 2.196339 -0.848284 1.027097 -0.5 -0.4 3.3 0.44
H 3.175361 -1.053253 3.177107 -0.2 -0.1 -0.2 0.02
H 1.659642 -3.121265 1.025039 -0.5 0.5 0.6 0.06
C 3.875107 -0.033554 0.790228 3.4 1.4 -1.3 0.23
H 4.573418 -0.856455 1.008973 -0.5 -0.2 0.1 -0.01
C -1.517390 1.667381 -3.734413 0.3 0.2 -0.1 0.03
H -2.362189 1.129294 -4.187224 0.2 0.2 0.1 0.01
H -0.626275 1.028486 -3.726579 -0.3 0.1 -0.1 0.00
H -1.291520 2.530188 -4.379183 -0.1 -0.3 0.1 0.01
C -3.094197 3.119332 -2.405251 0.0 0.0 0.5 0.04
H -2.879383 3.884857 -3.164192 -0.1 -0.2 0.0 0.02
H -3.258109 3.641967 -1.456466 -0.1 -0.1 -0.3 0.00
H -4.018172 2.597002 -2.696143 0.2 0.2 0.0 0.02
C -4.376615 -0.087829 -2.408847 0.8 0.7 0.9 0.06
H -5.016234 0.447970 -1.693944 0.1 -0.3 -0.2 0.01
H -4.923195 -1.001088 -2.689728 -0.1 -0.1 -0.2 0.06
H -4.257161 0.517879 -3.318717 0.0 -0.3 0.0 0.02
C -2.233297 -1.414078 -2.754168 0.7 1.1 -0.3 0.07
H -2.688042 -2.414528 -2.725266 -0.2 -0.1 0.1 0.05
H -1.178620 -1.532722 -2.468425 -0.4 -0.1 0.0 0.01
H -2.265305 -1.055502 -3.790672 -0.1 -0.3 0.2 0.00
C -3.792600 0.432295 1.099408 0.1 -0.2 -0.1 0.02
H -4.514386 -0.225538 0.597618 0.0 0.3 0.1 0.00
H -4.324657 0.935972 1.920479 0.1 -0.2 -0.3 0.01
H -3.025629 -0.209245 1.548150 -0.2 0.2 0.0 0.00
C -2.614044 2.682163 0.906815 0.9 0.3 0.2 0.08
H -1.915414 2.355108 1.682753 -0.2 0.2 -0.1 -0.01
H -3.424490 3.243710 1.397031 0.1 -0.3 -0.2 0.01
H -2.080999 3.381628 0.255490 -0.1 0.0 0.1 0.00
C 3.802455 -3.173618 1.293654 -0.3 0.8 0.2 0.05
H 3.868257 -2.923248 2.357490 0.0 -0.2 -0.2 0.01
H 4.714709 -2.826600 0.791538 -0.1 -0.3 -0.1 0.01
H 3.785333 -4.269709 1.218107 0.0 0.0 0.0 0.04
C 2.574284 -2.930131 -0.887670 -0.1 0.5 0.1 0.03
H 3.494513 -2.570780 -1.362627 0.0 -0.2 0.0 0.01
C 1.545342 0.281285 3.561883 -0.3 0.3 0.3 0.01
H 1.721872 -2.520882 -1.439832 0.0 -0.1 0.1 0.01
H 2.545624 -4.022876 -1.009260 0.1 0.1 0.0 0.03
C 1.391116 -2.219661 3.414860 -0.3 -0.4 0.0 0.04
H 0.459195 0.212061 3.687928 0.3 -0.1 0.0 0.00
H 1.985684 0.372426 4.566869 -0.2 0.0 -0.3 0.00
H 1.749642 1.213743 3.028300 0.1 -0.1 0.1 0.00
C 2.113061 -0.971874 2.889849 0.1 0.5 -0.3 0.09
H 1.314582 -2.141013 4.508951 0.0 0.0 -0.3 0.00
H 1.927791 -3.148331 3.194319 -0.1 0.2 0.1 0.00
H 0.373663 -2.303625 3.007610 0.1 0.1 0.2 0.00
C 4.127965 1.126884 1.753940 -1.6 -0.3 0.9 0.08
H 3.393483 1.931009 1.608418 0.4 0.1 0.0 0.01
H 5.127661 1.543848 1.568264 0.1 -0.1 -0.4 0.05
H 4.107443 0.835226 2.807976 0.0 0.1 -0.2 0.00
C 4.102710 0.425770 -0.651179 -1.0 -0.4 0.0 0.05
H 3.994310 -0.384074 -1.379454 0.2 0.1 0.0 0.00
H 5.129854 0.812412 -0.740200 -0.1 -0.1 0.1 0.04
H 3.410003 1.233098 -0.928412 0.3 0.0 0.1 0.00
H -1.191088 0.606064 2.683873 -0.9 0.1 0.6 0.00
H -1.833680 0.741429 3.091132 0.9 -0.2 -0.4 0.00
O -1.428508 -2.325181 0.756275 2.5 2.9 -1.3 0.01
C -0.710205 -1.506657 0.370245 -3.5 -4.8 2.0 0.05
```
Positions in Å, forces in eV/Å.

<S²>: 6.021
2S+1: 5
Gap between HOMO and LUMO (spin up / spin down) in eV: 8.133 / 4.697
Net charge: +4
Electronic energy in eV: -50638.7684
Strongest force on any atom in eV Å⁻¹: 6.27

Record 4
Formula: CH4BClS
Source: the OMol25 dataset
Level of theory: the ωB97M-V functional and the def2-TZVPD basis

```
8
Properties=species:S:1:pos:R:3:forces:R:3:mulliken_charge:R:1
B -1.049170 -0.801160 -0.447349 -0.2 -0.6 -0.7 0.30
C 0.025873 0.447511 0.013261 -3.1 -3.5 -0.3 -1.03
S -3.099533 -1.374372 -1.494650 3.2 1.0 1.7 -0.13
Cl -3.992760 0.341834 -2.047283 -0.2 0.4 -0.1 -0.15
H 0.956087 -0.004299 0.156600 1.4 -1.1 0.4 0.32
H -0.653702 -1.966101 -0.440608 -0.4 0.9 0.2 -0.02
H -0.192634 1.038394 0.845664 -0.8 0.7 1.5 0.35
H 0.153591 1.099458 -0.749860 0.1 2.1 -2.7 0.36
```
Positions in Å, forces in eV/Å.

Gap between HOMO and LUMO in eV: 8.572
Net charge: 0
Electronic energy in eV: -25133.7012
Strongest force on any atom in eV Å⁻¹: 4.65

Record 5
Formula: C31H42BrN3P2Pt
Source: the OMol25 dataset
Level of theory: the ωB97M-V functional and the def2-TZVPD basis

```
80
Properties=species:S:1:pos:R:3:forces:R:3:mulliken_spin:R:1
C -0.231941 5.151889 -2.980405 -0.2 -2.8 0.7 0.25
C -0.431518 3.766719 -3.340481 0.3 0.8 -1.5 -0.06
C -0.655996 3.566931 -4.736732 0.3 -0.9 2.4 0.22
C -0.741113 4.667035 -5.614830 -0.2 1.8 -1.1 0.29
N -0.605957 5.944209 -5.243908 0.2 -0.6 0.2 -0.07
C -0.333740 6.152572 -3.965101 -0.3 2.0 -1.5 0.29
C -0.371539 2.662314 -2.389150 -0.1 -1.4 3.9 0.17
C -0.550440 2.186619 -1.183182 -1.0 4.1 -2.2 -0.06
C -1.191276 2.365071 0.169395 1.0 -0.9 0.0 0.08
C -0.333294 2.648714 1.261043 0.4 0.1 -0.3 -0.02
C -0.572175 1.991441 2.447154 0.5 0.0 0.4 0.02
C -1.643672 1.083389 2.597892 0.1 2.1 -1.6 0.04
C -2.712915 1.279092 1.724399 -0.5 -0.3 -0.2 0.05
C -2.463171 1.842426 0.463778 -0.7 0.3 -0.5 -0.01
Pt 0.300447 0.384468 -1.517410 1.3 -1.2 2.2 -0.01
P 2.052236 -0.744405 -0.135159 0.9 0.6 -0.7 -0.01
H -0.784685 2.584923 -5.170281 0.0 -0.2 0.2 0.01
H -0.002480 5.468638 -1.974293 0.0 -0.2 0.2 0.01
H -0.946354 4.520864 -6.682083 0.0 -0.1 0.4 0.00
H -0.202888 7.219921 -3.696270 0.0 -0.7 0.0 0.00
H -3.233942 1.899414 -0.347612 0.6 -0.3 1.0 0.00
H 0.566667 3.282964 1.134763 -0.6 -0.6 0.1 0.00
H -3.688686 0.879792 2.033409 0.3 0.1 -0.6 0.01
H 0.131962 2.092591 3.279423 -0.1 0.0 -0.4 0.00
C 2.371979 -2.273489 0.863691 -1.3 -0.4 0.6 0.00
C 3.591971 -3.088333 0.440536 0.6 0.0 -0.6 0.00
H 1.479459 -2.903533 0.876054 0.3 0.0 0.0 0.00
H 2.470981 -1.950933 1.905866 0.1 0.2 -0.2 0.00
H 3.842400 -3.852352 1.180735 -0.3 0.2 0.1 0.00
H 3.450450 -3.622623 -0.498330 -0.2 0.0 0.0 0.00
H 4.493010 -2.485514 0.321502 -0.1 0.0 0.0 0.00
C 2.674457 -1.127185 -1.817195 -0.4 0.2 0.2 0.00
C 4.022414 -0.505747 -2.143070 0.5 0.1 -0.5 0.00
H 1.916388 -0.722803 -2.542246 0.2 -0.2 -0.1 0.00
H 2.645382 -2.218585 -1.922799 0.0 0.2 -0.2 0.00
H 4.158434 -0.535715 -3.232513 0.1 0.1 0.3 0.00
H 4.090793 0.542445 -1.817336 0.0 -0.3 -0.1 0.00
H 4.846216 -1.076614 -1.698383 -0.2 0.2 -0.1 0.00
C 3.089635 0.455269 0.781398 -0.4 0.5 -0.2 0.00
C 4.501055 -0.018088 1.161380 0.5 -0.1 0.0 0.00
H 2.508003 0.655495 1.699046 0.1 0.1 -0.3 0.00
H 3.122073 1.381295 0.185103 0.0 -0.2 0.3 0.00
H 5.040176 0.798817 1.658355 -0.3 -0.1 -0.1 0.00
H 4.503316 -0.870460 1.853746 -0.1 0.3 -0.2 0.00
H 5.110179 -0.286630 0.291418 -0.2 0.1 0.2 0.00
Br -0.966164 -2.629198 2.800150 0.6 -2.3 -0.2 1.15
P -1.242301 -1.151163 -0.745260 -2.3 -2.2 -1.5 0.01
C -0.536818 -2.840450 -1.029280 1.2 0.6 0.5 0.00
C -1.272918 -4.134836 -1.281546 -0.2 -0.8 -0.5 0.00
H 0.020363 -2.984496 -0.083470 -0.3 0.2 -0.4 -0.01
H 0.252297 -2.708125 -1.776450 0.0 0.0 -0.1 0.00
H -0.537723 -4.968922 -1.273254 -0.3 0.6 -0.1 0.00
H -1.994327 -4.370457 -0.508748 0.4 -0.2 -0.3 0.00
H -1.771912 -4.139891 -2.253354 0.0 -0.1 0.1 0.00
C -2.773210 -1.573260 0.367689 0.4 1.2 1.9 0.04
C -3.732460 -2.771821 0.221277 -0.1 -0.5 -0.8 0.00
H -3.389392 -0.664895 0.440540 0.5 -0.3 -0.3 0.00
H -2.324274 -1.689945 1.396080 -0.3 0.3 -0.8 0.03
H -4.299133 -2.891751 1.163621 0.2 0.5 -0.3 0.00
H -4.462861 -2.636352 -0.600932 0.5 0.0 0.4 0.01
H -3.226573 -3.725899 0.088844 -0.5 0.5 0.1 0.00
C -2.138485 -0.358777 -2.146840 0.7 0.9 -0.2 0.00
C -2.530687 -1.132341 -3.385179 -0.3 0.1 -0.5 0.00
H -1.446972 0.529613 -2.492049 -1.3 -1.4 -0.1 0.00
H -2.940039 0.215570 -1.678154 -0.2 -0.2 -0.1 0.00
H -2.747295 -0.385795 -4.161281 0.0 -0.4 0.0 0.00
H -1.697238 -1.741296 -3.715062 0.1 -0.2 -0.2 0.00
H -3.427005 -1.761067 -3.294288 0.3 0.2 0.3 0.00
N -1.215130 1.397803 8.147842 0.4 -0.5 -1.5 0.02
C -0.932729 1.020580 7.084835 -0.1 0.2 1.4 0.03
C -0.637071 0.500322 5.778640 -0.1 0.2 0.1 0.09
C -1.648562 0.468204 4.861738 -0.9 0.1 0.1 0.30
C -1.447575 -0.058544 3.497026 0.3 0.6 0.4 0.05
N -0.103432 -0.522984 3.193964 -0.3 0.0 0.5 0.50
C 0.833278 -0.502712 4.115309 -0.4 -0.5 0.0 0.15
C 0.626793 0.016626 5.392376 1.1 0.3 0.8 0.27
H -2.632448 0.904749 5.035592 0.2 -0.1 0.3 0.00
H -2.139894 -0.872864 3.236891 -0.4 0.5 0.4 0.11
H 1.742546 -1.019365 3.824073 0.2 0.1 0.4 0.05
H 1.457055 -0.008571 6.097362 -0.3 0.1 -0.1 0.00
```
Positions in Å, forces in eV/Å.

<S²>: 6.064
2S+1: 5
Gap between HOMO and LUMO (spin up / spin down) in eV: 5.718 / 4.029
Net charge: +4
Electronic energy in eV: -129111.7416
Strongest force on any atom in eV Å⁻¹: 4.76

Record 6
Formula: C3H2F3O3Zn
Source: the OMol25 dataset
Level of theory: the ωB97M-V functional and the def2-TZVPD basis

```
12
Properties=species:S:1:pos:R:3:forces:R:3:mulliken_charge:R:1
O -1.567282 0.080792 1.898107 1.3 0.5 0.6 -0.35
C -1.382346 -0.496364 0.877251 -3.7 0.1 1.9 0.68
O -1.965906 -1.132475 0.049340 1.1 -0.5 -1.4 -0.30
C 0.203850 -0.438437 0.292844 3.2 -0.1 -1.4 0.47
O 0.602660 0.780464 -0.008823 -0.9 -0.1 0.5 -0.25
C 0.444219 1.172865 -1.356244 0.4 0.9 -0.8 0.92
F -0.793475 0.967867 -1.742155 -0.2 -0.2 0.1 -0.20
F 1.268487 0.494022 -2.122565 0.1 -0.3 0.0 -0.21
F 0.728000 2.444841 -1.394809 0.1 0.0 0.1 -0.19
H 0.350307 -1.151703 -0.508556 -0.5 -0.2 -0.4 0.51
H 0.787510 -0.799750 1.223030 -0.9 -0.1 0.6 -0.44
Zn 1.323976 -1.922121 2.792580 0.1 0.0 0.1 0.38
```
Positions in Å, forces in eV/Å.

Gap between HOMO and LUMO in eV: 5.054
Net charge: +1
Electronic energy in eV: -65843.8729
Strongest force on any atom in eV Å⁻¹: 4.16